Version P
Computed, not measured: C33H33N4O3P2S2Ti as an isolated structure, with ωB97M-V/def2-TZVPD.

- frontier orbital gap (alpha / beta) (eV) = 3.46 / 5.26
- 2S+1 = 2
- LUMO level (alpha / beta) (eV) = 4.22 / 4.21
- HOMO level (alpha / beta) (Eh) = 0.0277 / -0.0386
- ⟨S²⟩ = 0.779
- net charge = -2

Positions of all 78 atoms, in Å:
Ti -1.123 -0.881 0.645
S 0.102 0.495 2.785
P 0.983 1.483 1.206
C 0.391 0.702 -0.159
P 1.211 -0.528 -0.983
S 1.283 -2.065 0.359
C 1.019 -0.918 -2.828
C -0.130 -1.470 -3.412
C -0.206 -1.725 -4.773
C 0.849 -1.429 -5.622
C 1.989 -0.863 -5.079
C 2.066 -0.613 -3.712
C 3.019 -0.075 -1.105
C 3.972 -1.091 -1.201
C 5.323 -0.803 -1.268
C 5.758 0.521 -1.246
C 4.825 1.540 -1.162
C 3.467 1.238 -1.095
C 0.519 3.259 1.268
C 0.603 4.008 2.440
C 0.244 5.346 2.444
C -0.208 5.951 1.274
C -0.302 5.209 0.107
C 0.060 3.865 0.105
C 2.752 1.574 1.749
C 3.496 2.748 1.824
C 4.831 2.726 2.211
C 5.444 1.521 2.515
C 4.710 0.343 2.436
C 3.376 0.366 2.067
H -0.956 -1.707 -2.766
H -1.115 -2.165 -5.169
H 0.780 -1.630 -6.686
H 2.831 -0.606 -5.713
H 2.971 -0.153 -3.358
H 3.633 -2.121 -1.200
H 6.045 -1.610 -1.331
H 6.817 0.750 -1.288
H 5.149 2.574 -1.136
H 2.735 2.036 -1.047
H 0.942 3.525 3.350
H 0.311 5.921 3.360
H -0.492 6.997 1.278
H -0.659 5.673 -0.805
H -0.008 3.245 -0.785
H 3.043 3.696 1.564
H 5.392 3.653 2.263
H 6.488 1.496 2.805
H 5.181 -0.608 2.659
H 2.803 -0.553 1.994
N -2.515 -1.121 2.574
C -3.244 0.148 2.692
C -3.686 0.628 1.321
N -2.534 0.810 0.414
H -3.158 -1.879 2.386
H -1.962 -1.313 3.397
H -2.578 0.888 3.141
H -4.118 0.064 3.354
H -4.246 1.560 1.482
H -4.343 -0.112 0.868
H -2.027 1.649 0.674
H -2.832 0.841 -0.551
O -1.289 -2.875 1.407
N -2.325 -3.642 1.110
N -3.273 -2.990 0.382
O -3.080 -1.753 -0.111
C -4.419 -3.645 0.077
C -4.683 -4.970 0.534
C -5.871 -5.587 0.205
C -6.850 -4.961 -0.573
C -6.586 -3.663 -1.023
C -5.411 -3.009 -0.718
H -3.938 -5.471 1.132
H -6.043 -6.597 0.567
H -7.776 -5.465 -0.823
H -7.321 -3.148 -1.636
H -5.210 -2.011 -1.078
O -0.894 -1.216 -0.984

Version Q
Computed, not measured: C33H33N4O3P2S2Ti as an isolated structure, with ωB97M-V/def2-TZVPD.

- frontier orbital gap (alpha / beta) (eV) = 3.76 / 4.08
- 2S+1 = 2
- LUMO level (alpha / beta) (eV) = 4.43 / 4.40
- HOMO level (alpha / beta) (Eh) = 0.0246 / 0.0118
- ⟨S²⟩ = 0.772
- net charge = -2

Positions of all 78 atoms, in Å:
Ti -1.055 0.772 1.287
S -0.260 -0.688 3.118
P 0.689 -1.480 1.608
C 0.636 -0.133 0.402
P 1.515 1.362 0.116
S 1.172 1.792 1.954
C 3.123 0.813 -0.427
C 4.276 1.212 0.268
C 5.543 0.805 -0.153
C 5.677 -0.001 -1.280
C 4.545 -0.397 -1.988
C 3.276 0.009 -1.567
C 0.728 2.183 -1.244
C -0.142 1.539 -2.135
C -0.640 2.211 -3.255
C -0.277 3.534 -3.496
C 0.576 4.192 -2.615
C 1.073 3.522 -1.498
C 2.464 -1.786 1.791
C 3.178 -2.561 0.865
C 4.540 -2.823 1.047
C 5.210 -2.311 2.154
C 4.523 -1.539 3.083
C 3.163 -1.284 2.904
C -0.008 -2.905 0.784
C -0.582 -2.866 -0.492
C -1.039 -4.039 -1.101
C -0.936 -5.262 -0.439
C -0.386 -5.316 0.837
C 0.068 -4.147 1.445
H 4.197 1.835 1.157
H 6.424 1.111 0.407
H 6.664 -0.322 -1.602
H 4.652 -1.026 -2.868
H 2.407 -0.309 -2.138
H -0.431 0.504 -1.981
H -1.307 1.700 -3.944
H -0.659 4.053 -4.372
H 0.861 5.225 -2.802
H 1.752 4.046 -0.826
H 2.683 -2.974 -0.012
H 5.079 -3.423 0.318
H 6.270 -2.511 2.291
H 5.040 -1.134 3.950
H 2.651 -0.679 3.652
H -0.679 -1.929 -1.031
H -1.479 -3.999 -2.094
H -1.289 -6.171 -0.917
H -0.309 -6.266 1.360
H 0.502 -4.205 2.443
N -1.833 2.643 1.069
C -2.432 3.279 2.224
C -1.688 2.746 3.468
N -1.379 1.355 3.213
H -1.008 3.232 0.599
H -2.499 2.582 0.045
H -3.487 2.991 2.279
H -2.376 4.370 2.160
H -2.287 2.868 4.375
H -0.752 3.300 3.596
H -2.146 0.638 3.593
H -0.460 0.853 3.845
O -2.766 0.397 2.016
N -3.678 0.198 1.205
N -3.330 0.275 -0.105
O -1.991 0.569 -0.412
C -4.276 0.069 -1.163
C -5.626 -0.226 -0.889
C -6.559 -0.429 -1.914
C -6.163 -0.342 -3.245
C -4.837 -0.051 -3.549
C -3.909 0.151 -2.520
H -5.962 -0.300 0.141
H -7.590 -0.655 -1.662
H -6.883 -0.498 -4.041
H -4.510 0.021 -4.582
H -2.877 0.377 -2.776
O -0.371 1.656 0.067

Order from most stable to least stable according to the calculation: version P, version Q

Version P
Computed, not measured: one molecule with the formula C10H18N2O3S, with ωB97M-V/def2-TZVPD.

- frontier orbital gap (eV) = 9.20
- LUMO level (eV) = 0.58
- HOMO level (Eh) = -0.3168
- net charge = 0

Positions of all 34 atoms, in Å:
C -3.512 -2.563 -0.326
S -2.923 -0.907 -0.836
C -3.079 0.105 0.558
C -2.524 1.458 0.390
C -0.988 1.327 0.101
N -0.201 0.793 1.273
C 0.847 -0.076 1.518
O 1.213 -0.438 2.610
C 1.500 -0.594 0.215
C 2.873 -1.543 0.309
C 3.556 -1.193 -1.029
C 2.690 -0.066 -1.623
N 1.866 0.580 -0.534
C -0.349 2.710 -0.358
O -0.964 3.430 -1.109
O 0.730 2.951 0.352
H -2.837 -2.594 0.611
H -4.650 -2.689 -0.098
H -3.098 -3.306 -1.074
H -4.123 0.361 0.792
H -2.733 -0.476 1.407
H -3.129 1.914 -0.408
H -2.587 2.024 1.310
H -0.815 0.548 -0.725
H -0.702 0.982 2.179
H 0.879 -1.192 -0.486
H 3.365 -1.179 1.267
H 2.774 -2.724 0.557
H 3.615 -2.057 -1.739
H 4.719 -0.830 -0.896
H 1.965 -0.563 -2.257
H 3.313 0.662 -2.174
H 2.369 1.222 0.128
H 0.941 3.924 0.097

Version Q
Computed, not measured: one molecule with the formula C10H18N2O3S, with ωB97M-V/def2-TZVPD.

- frontier orbital gap (eV) = 9.18
- LUMO level (eV) = 0.47
- HOMO level (Eh) = -0.3199
- net charge = 0

Positions of all 34 atoms, in Å:
C 0.112 4.251 0.907
S 1.532 3.359 1.398
C 0.711 2.136 2.500
C 0.456 0.805 1.961
C -0.658 0.734 0.852
N -2.050 1.272 1.386
C -0.964 -0.615 0.154
O -1.950 -1.204 0.714
N -0.347 -1.047 -0.908
C 0.637 -0.314 -1.841
C 1.387 -1.446 -2.332
C 0.306 -2.405 -2.759
C -0.631 -2.422 -1.467
C -0.226 -3.443 -0.504
O -0.778 -4.542 -0.442
O 0.605 -3.096 0.482
H -0.718 3.687 0.233
H 0.727 5.293 0.338
H -0.385 4.847 1.739
H -0.184 2.586 2.870
H 1.412 1.957 3.343
H 1.341 0.522 1.430
H 0.272 -0.023 2.725
H -0.460 1.472 0.170
H -2.436 0.692 2.090
H -2.889 1.215 0.647
H 1.207 0.383 -1.174
H 0.304 0.305 -2.563
H 1.905 -1.870 -1.423
H 2.082 -1.253 -3.290
H 0.734 -3.371 -3.111
H -0.333 -2.008 -3.519
H -1.721 -2.595 -1.686
H 1.001 -3.862 1.080

Order from most stable to least stable according to the calculation: version P, version Q